{
  "formula": "C42H112Cl6N10O10",
  "method": "wB97M-V/def2-TZVPD",
  "species": ["C", "O", "C", "C", "C", "N", "H", "H", "H", "H", "H", "H", "H", "H", "H", "H", "H", "C", "O", "C", "C", "C", "N", "H", "H", "H", "H", "H", "H", "H", "H", "H", "H", "H", "C", "O", "C", "C", "C", "N", "H", "H", "H", "H", "H", "H", "H", "H", "H", "H", "H", "C", "O", "C", "C", "C", "N", "H", "H", "H", "H", "H", "H", "H", "H", "H", "H", "H", "C", "O", "C", "C", "C", "N", "H", "H", "H", "H", "H", "H", "H", "H", "H", "H", "H", "C", "O", "C", "C", "C", "N", "H", "H", "H", "H", "H", "H", "H", "H", "H", "H", "H", "C", "O", "C", "C", "C", "N", "H", "H", "H", "H", "H", "H", "H", "H", "H", "H", "H", "C", "O", "C", "C", "C", "N", "H", "H", "H", "H", "H", "H", "H", "H", "H", "H", "H", "C", "O", "C", "C", "C", "N", "H", "H", "H", "H", "H", "H", "H", "H", "H", "H", "H", "C", "O", "C", "C", "C", "N", "H", "H", "H", "H", "H", "H", "H", "H", "H", "H", "H", "Cl", "C", "Cl", "Cl", "H", "Cl", "C", "Cl", "Cl", "H"],
  "positions_angstrom": [[-2.313, -19.567, 15.864], [-1.761, -18.619, 16.852], [-2.088, -19.051, 18.215], [-2.018, -17.862, 19.190], [-0.649, -17.289, 19.522], [-2.800, -18.242, 20.410], [-2.320, -20.620, 16.215], [-1.687, -19.429, 15.061], [-3.337, -19.254, 15.796], [-3.166, -19.347, 18.210], [-1.481, -19.943, 18.501], [-2.623, -17.101, 18.738], [-0.325, -16.653, 18.694], [0.079, -18.099, 19.811], [-0.901, -16.573, 20.338], [-2.792, -19.245, 20.543], [-2.364, -17.783, 21.191], [-10.721, -21.550, 8.488], [-10.678, -22.110, 9.782], [-10.936, -21.260, 10.869], [-9.990, -21.864, 12.011], [-10.296, -23.255, 12.517], [-9.831, -20.997, 13.244], [-10.275, -22.263, 7.788], [-10.293, -20.485, 8.477], [-11.784, -21.386, 8.109], [-10.666, -20.249, 10.633], [-11.926, -21.377, 11.225], [-8.955, -21.865, 11.638], [-11.021, -23.201, 13.315], [-9.347, -23.728, 12.776], [-10.739, -23.801, 11.715], [-9.281, -20.213, 12.994], [-10.685, -20.761, 13.651], [-7.702, -26.601, 18.287], [-8.050, -25.392, 17.675], [-6.864, -24.719, 17.275], [-6.455, -25.415, 15.955], [-5.216, -24.767, 15.509], [-7.395, -25.198, 14.921], [-6.918, -26.388, 19.068], [-7.424, -27.410, 17.617], [-8.594, -27.054, 18.741], [-7.077, -23.703, 17.063], [-6.119, -24.730, 18.052], [-6.316, -26.442, 16.217], [-5.299, -23.661, 15.294], [-4.703, -25.238, 14.655], [-4.405, -24.737, 16.270], [-7.378, -24.224, 14.761], [-8.257, -25.537, 15.250], [-7.028, -18.435, 11.733], [-7.059, -19.580, 12.576], [-5.891, -19.774, 13.276], [-5.846, -21.197, 13.742], [-5.771, -22.225, 12.677], [-6.929, -21.591, 14.683], [-8.068, -18.201, 11.453], [-6.474, -18.673, 10.762], [-6.610, -17.506, 12.174], [-4.999, -19.520, 12.743], [-5.936, -19.094, 14.168], [-4.788, -21.193, 14.187], [-5.255, -23.118, 12.939], [-5.435, -21.875, 11.643], [-6.836, -22.467, 12.542], [-7.831, -21.524, 14.169], [-6.901, -21.002, 15.467], [-8.439, -24.413, 21.422], [-7.868, -24.320, 22.793], [-7.492, -23.008, 23.124], [-6.782, -22.996, 24.484], [-5.378, -23.672, 24.243], [-7.712, -23.632, 25.403], [-9.277, -23.718, 21.324], [-8.760, -25.414, 21.190], [-7.679, -24.062, 20.678], [-6.912, -22.504, 22.368], [-8.430, -22.351, 23.200], [-6.662, -21.976, 24.762], [-4.860, -23.799, 25.107], [-4.753, -22.940, 23.777], [-5.583, -24.597, 23.662], [-7.253, -23.969, 26.269], [-7.970, -24.455, 24.944], [-12.833, -18.019, 15.201], [-13.477, -19.170, 14.791], [-13.633, -20.094, 15.749], [-14.712, -21.094, 15.382], [-14.819, -22.184, 16.424], [-14.562, -21.690, 14.038], [-12.948, -17.381, 14.299], [-11.822, -18.273, 15.581], [-13.367, -17.403, 15.978], [-12.655, -20.704, 15.893], [-13.792, -19.587, 16.723], [-15.620, -20.474, 15.401], [-15.638, -22.875, 16.122], [-15.194, -21.730, 17.367], [-13.862, -22.678, 16.683], [-13.636, -21.981, 13.942], [-14.612, -20.982, 13.308], [-10.985, -18.248, 23.716], [-10.600, -17.546, 22.604], [-10.069, -16.300, 22.999], [-9.878, -15.503, 21.710], [-11.180, -15.297, 20.827], [-8.908, -16.181, 20.804], [-11.248, -19.232, 23.290], [-11.866, -17.914, 24.201], [-10.198, -18.386, 24.441], [-10.633, -15.776, 23.794], [-9.030, -16.370, 23.366], [-9.425, -14.593, 21.941], [-11.051, -14.655, 19.988], [-12.025, -14.945, 21.424], [-11.538, -16.184, 20.390], [-9.339, -16.932, 20.316], [-8.068, -16.521, 21.223], [-11.597, -20.063, 19.721], [-10.937, -21.098, 19.053], [-11.901, -22.071, 18.744], [-11.225, -23.292, 18.225], [-10.534, -23.028, 16.904], [-12.340, -24.239, 17.949], [-12.398, -20.447, 20.403], [-11.990, -19.344, 18.955], [-10.880, -19.451, 20.274], [-12.553, -22.380, 19.561], [-12.532, -21.716, 17.949], [-10.574, -23.676, 18.950], [-10.098, -23.856, 16.392], [-9.729, -22.228, 16.963], [-11.399, -22.745, 16.306], [-11.939, -25.009, 17.453], [-12.684, -24.576, 18.848], [-4.793, -14.050, 19.621], [-4.210, -14.701, 18.514], [-5.115, -14.622, 17.393], [-4.451, -15.053, 16.052], [-5.388, -15.061, 14.880], [-3.786, -16.346, 16.229], [-4.280, -14.269, 20.528], [-5.868, -14.195, 19.658], [-4.718, -12.951, 19.457], [-5.903, -15.339, 17.578], [-5.401, -13.548, 17.345], [-3.621, -14.241, 15.848], [-5.903, -14.126, 14.795], [-6.179, -15.743, 15.177], [-4.887, -15.289, 13.913], [-3.336, -16.644, 15.356], [-3.079, -16.260, 16.967], [-9.341, -19.027, 16.657], [-7.962, -19.231, 16.967], [-7.608, -18.360, 18.117], [-6.247, -18.713, 18.560], [-6.141, -20.195, 18.997], [-5.789, -17.863, 19.680], [-10.012, -19.313, 17.410], [-9.482, -19.685, 15.760], [-9.457, -18.015, 16.343], [-7.620, -17.306, 17.767], [-8.412, -18.532, 18.842], [-5.627, -18.546, 17.661], [-5.140, -20.420, 19.429], [-6.317, -20.822, 18.197], [-6.818, -20.469, 19.782], [-4.832, -18.074, 19.859], [-5.908, -16.862, 19.464], [-2.185, -22.190, 20.885], [-2.628, -23.247, 19.466], [-1.206, -24.012, 18.924], [-3.659, -22.524, 18.202], [-3.202, -24.013, 19.932], [-5.216, -20.430, 22.626], [-6.163, -18.894, 22.760], [-5.774, -18.106, 24.391], [-7.881, -19.302, 22.765], [-5.874, -18.298, 21.820]],
  "forces_ev_per_angstrom": [[-0.408, 0.490, 3.681], [-0.104, -1.535, 1.153], [-0.574, 0.435, -1.084], [-0.411, -1.216, 0.013], [-0.600, -0.011, 0.410], [0.438, -0.022, -0.848], [0.378, 0.517, -0.075], [0.873, 0.112, -2.277], [-0.688, 0.012, -0.880], [0.571, -0.078, 0.033], [-0.185, 0.637, -0.058], [-0.134, 0.659, -0.441], [0.408, -0.423, 0.014], [-0.581, 1.089, -0.195], [0.860, -0.492, -0.165], [0.198, -0.091, 0.308], [-0.036, -0.167, 0.524], [-1.440, 1.553, -0.170], [-0.005, -0.237, -0.961], [2.299, -2.090, 1.360], [0.719, 1.980, 1.021], [0.000, 0.439, -0.890], [1.041, -1.831, -1.786], [0.329, 0.419, 0.252], [0.022, -1.584, -0.146], [0.892, -0.324, 0.582], [0.059, 0.738, 0.064], [-1.428, 0.282, 0.116], [-0.427, -0.023, -0.500], [0.008, -0.182, 0.514], [-0.365, -0.104, 0.450], [-0.294, -0.765, -0.595], [0.332, 1.116, 0.028], [-1.661, 0.644, 0.737], [-0.436, -0.434, 1.349], [-0.193, 0.307, 0.616], [-0.729, -1.349, -1.236], [1.062, 1.616, 1.373], [3.590, 1.384, -0.225], [0.387, -1.437, -0.604], [-0.633, -0.652, -0.608], [0.721, 0.178, -0.400], [0.071, 0.596, 0.317], [-0.564, 1.140, -0.218], [0.520, -0.326, 0.450], [0.171, -0.829, -0.376], [-0.559, -1.114, -0.053], [-0.584, 0.103, 0.004], [-0.509, -0.382, 0.030], [-0.640, 1.353, -0.453], [-1.699, -0.024, 0.077], [-0.117, -0.200, -1.320], [-1.035, 1.160, -1.575], [-0.629, 0.493, 1.945], [2.299, 0.081, 1.729], [-1.638, 0.487, -2.765], [0.759, -0.805, -2.098], [0.330, -0.167, 0.108], [-0.479, 0.356, 1.226], [0.017, -0.694, 0.157], [0.656, 0.113, -0.836], [0.334, -0.429, -0.313], [-1.422, -0.299, 0.529], [0.414, -0.604, 0.350], [-0.107, -0.219, 1.460], [0.266, -0.541, -0.488], [0.602, 0.172, 0.784], [-0.462, 1.091, 1.261], [1.401, 1.498, 0.965], [-0.571, -0.724, -2.047], [-1.958, 1.518, 0.654], [0.490, -1.133, -1.229], [-2.931, 0.537, -1.654], [1.139, 0.525, 1.673], [-0.147, -0.057, 0.177], [0.099, -0.367, 0.313], [-0.417, -0.445, 0.543], [0.602, -0.203, -0.516], [0.884, -0.811, 0.045], [0.254, 0.919, 0.275], [1.196, -1.141, 2.943], [0.280, 0.238, -1.208], [0.715, 0.577, 0.388], [-0.212, 0.609, -0.682], [-0.927, -1.678, -0.712], [-0.266, 1.511, -0.322], [-0.671, 0.924, -1.677], [1.763, -2.468, 2.069], [-0.383, 0.540, -0.222], [-0.963, 0.096, 0.855], [-1.389, 1.139, 0.200], [1.181, -0.110, 0.546], [-0.199, 0.580, -0.498], [0.171, -0.973, -0.158], [-0.921, 0.770, -0.137], [-0.370, -0.453, -0.106], [-0.192, -0.485, -0.285], [0.931, 0.084, 0.115], [0.332, -0.168, -0.329], [-0.677, -0.080, -0.526], [1.954, -1.104, 0.028], [-0.394, 0.169, 0.297], [-0.193, -2.871, -0.582], [0.328, 1.619, 0.238], [0.656, 0.775, -1.161], [-1.015, -1.777, -2.121], [0.586, 0.466, 2.069], [-0.524, 1.236, -0.069], [0.092, -0.033, 0.594], [-0.948, 0.921, 0.510], [0.452, 0.040, 0.328], [-0.261, -0.308, -0.492], [-0.212, -0.565, 0.356], [0.422, 1.815, 0.511], [0.526, 0.911, -0.400], [0.182, 0.248, 0.093], [-0.122, -1.667, -0.278], [-0.348, -0.689, -0.218], [0.403, -0.185, 0.543], [-0.161, 1.492, -0.196], [-0.342, -0.401, 0.994], [0.612, -0.306, -0.793], [-0.825, -0.671, -1.318], [0.247, 1.668, 0.192], [0.338, 0.530, 0.696], [0.572, 0.490, -0.515], [-0.405, -0.532, 0.574], [0.083, -0.319, 0.270], [0.074, 0.353, 0.572], [-0.563, 0.390, -0.329], [1.243, -0.582, 1.186], [0.380, -0.994, 0.105], [-1.222, -0.764, -0.072], [0.316, 0.603, -0.642], [-0.005, -0.703, -0.218], [-0.039, -0.172, -0.352], [-0.197, 1.749, -1.251], [-0.083, -0.555, -0.586], [1.234, 0.227, -0.497], [2.978, 1.939, 0.720], [-0.279, -0.367, 0.311], [-0.201, -0.002, 0.067], [0.293, -0.558, 0.581], [-0.263, -0.631, 0.396], [0.151, -0.305, 0.184], [-0.842, 0.133, 0.128], [-0.496, -0.742, -0.310], [-1.371, -1.062, 0.306], [-0.042, 0.843, -0.208], [-0.140, -0.669, -0.666], [-0.439, -0.122, 0.776], [-0.103, 0.201, 0.629], [-0.307, -0.223, -0.617], [1.990, -1.285, -2.601], [0.059, 1.040, 1.618], [-1.507, -0.443, -1.732], [1.127, -0.825, 0.734], [1.421, 1.694, 1.405], [-1.705, 0.387, -0.481], [-0.841, -0.402, 1.339], [-0.278, 0.529, 0.701], [-0.487, 1.033, -0.157], [-0.221, -0.317, 0.222], [0.335, 0.202, 0.377], [0.152, -0.197, 0.193], [-0.429, 0.283, -0.474], [-0.305, -1.412, -1.835], [-0.731, 0.209, 0.467], [1.060, 0.256, 0.177], [0.358, -0.666, 0.065], [-0.496, 0.160, -0.862], [-0.640, 0.495, 1.104], [1.057, -0.329, -0.976], [0.743, -0.026, 0.581], [-0.666, -0.334, 0.146], [-0.052, 0.774, 0.045], [0.647, -0.114, 0.031], [-0.110, -0.351, -1.565], [0.292, 0.300, -0.282], [-0.645, -0.446, 1.559]],
  "mulliken_charge": [-0.766, -0.463, 0.332, 1.336, -1.529, -0.391, 0.203, 0.532, 0.205, -0.191, 0.257, -0.796, 0.349, 0.279, 0.474, -0.021, 0.252, -0.685, -0.277, -0.894, 0.374, -0.920, 0.191, 0.245, 0.252, 0.259, 0.459, 0.313, 0.062, 0.160, 0.090, 0.423, 0.019, -0.051, -0.833, -0.133, -0.119, 0.098, -0.974, -0.645, 0.333, 0.277, 0.251, -0.033, 0.242, 0.501, -0.113, 0.291, 0.309, 0.237, 0.350, -0.812, 0.035, -1.320, 1.000, -0.811, 1.002, 0.220, 0.312, 0.212, 0.701, 0.180, -0.334, 0.342, 0.264, -0.066, -0.512, -0.385, -0.530, -0.543, -0.177, 0.385, -1.223, -0.752, 0.271, 0.353, 0.148, 0.148, 0.160, 0.309, 0.447, 0.197, 0.276, 0.262, 0.297, -0.557, -0.375, -0.074, 0.355, -1.156, -0.724, 0.310, 0.096, 0.304, -0.149, 0.451, 0.324, 0.398, 0.318, 0.101, 0.149, 0.376, -1.041, 0.009, -0.455, -0.125, -1.411, -0.288, 0.210, 0.366, 0.402, 0.409, 0.225, 0.540, 0.409, 0.381, 0.278, 0.032, 0.127, -0.840, 0.116, -0.900, 0.556, -1.025, -0.605, 0.430, 0.097, 0.117, 0.532, -0.151, 0.187, 0.575, -0.078, 0.253, 0.249, 0.273, -0.983, -0.277, -0.336, 0.319, -1.437, -0.143, 0.296, 0.430, 0.295, -0.075, 0.471, 0.188, 0.491, 0.189, 0.373, 0.219, -0.038, -0.855, 0.164, -0.520, 1.221, -0.943, -0.020, 0.211, -0.092, 0.545, 0.298, -0.086, -0.384, 0.111, -0.043, 0.362, 0.227, -0.135, -0.146, -0.206, -0.122, 0.006, 0.400, -0.074, 0.523, -0.176, -0.060, -0.356],
  "total_charge": 0,
  "e_tot_ha": -5728.19813,
  "lumo_energy_ev": 0.36
}